Molecular formula: C27H37O26P
Method: DFT, ωB97M-V/def2-TZVPD

XYZ file:
```
91
Properties=species:S:1:pos:R:3:forces:R:3:mulliken_charge:R:1
C 0.56974 -2.07267 -4.46858 -0.2 0.3 0.0 -0.91
C 0.14548 -0.83104 -4.87831 0.8 -1.2 0.3 -0.79
C 0.30757 0.36912 -4.03716 -2.9 0.9 0.3 1.90
P 0.91315 0.12178 -2.31054 1.2 -1.3 0.7 0.54
O 1.94352 -0.89940 -2.15123 0.0 -0.5 -0.3 -0.72
O -0.38308 -0.17538 -1.42651 0.3 0.7 -0.3 -0.42
O 1.47839 1.50884 -1.72890 -1.1 0.2 -0.7 -0.59
C 0.96482 1.56290 -4.75519 0.3 0.6 1.0 -0.84
C 0.20328 2.78823 -4.20954 0.1 -0.1 -0.4 -0.43
C -1.12824 2.25145 -3.73252 -0.5 0.6 -0.3 0.49
O -2.09719 2.83915 -3.29729 1.1 -0.7 -0.4 -0.65
O -1.08418 0.90867 -3.87049 -0.7 0.2 0.9 -0.46
H 1.43126 -2.56921 -4.90072 -1.1 -1.0 -1.5 0.22
H 0.09540 -2.59724 -3.64725 1.3 0.8 1.4 0.25
H -0.30682 -0.70514 -5.85219 1.5 0.7 -0.8 0.63
H -0.93048 0.61981 -1.48773 -0.6 -0.2 0.1 0.24
H 2.23641 1.72471 -2.28521 0.4 0.3 0.3 0.35
H 2.00505 1.71611 -4.47920 0.3 -0.5 -0.3 0.34
H 0.87748 1.51576 -5.83183 0.0 -0.3 -0.2 0.13
H 0.69531 3.28112 -3.38052 0.1 0.0 0.2 0.20
H 0.14017 3.52440 -5.00249 -0.5 0.2 0.0 0.49
C 1.21735 -1.19096 -10.16249 0.1 -0.1 0.0 -0.41
C 0.39561 -1.48159 -8.92621 -0.2 -0.3 -0.1 -0.22
O 0.78706 -0.42211 -8.04475 0.1 0.0 -0.1 -0.15
C 1.23971 0.60550 -8.79520 0.0 -0.1 -0.1 0.58
O 1.48048 1.68819 -8.36987 0.0 0.2 0.1 -0.53
O 1.38066 0.23296 -10.08857 0.0 -0.1 0.1 -0.39
H 0.71700 -1.47494 -11.08398 0.0 0.2 0.0 0.33
H 2.20270 -1.65999 -10.13420 0.0 0.1 0.0 0.24
H -0.67637 -1.41351 -9.10480 0.0 0.1 0.0 0.21
H 0.61825 -2.44957 -8.48397 0.1 0.1 0.2 0.34
C -3.25381 1.54948 1.08503 -0.1 0.1 -0.2 -0.39
C -1.76644 1.78113 0.93156 0.0 0.1 -0.2 0.26
O -1.35259 2.01013 2.28271 -0.1 -0.1 0.0 -0.26
C -2.26118 1.42630 3.10560 -0.1 0.0 -0.1 0.54
O -2.12455 1.30031 4.27654 0.1 0.0 0.2 -0.49
O -3.34503 1.01324 2.40910 0.1 0.0 -0.1 -0.37
H -3.65410 0.84955 0.35603 0.0 -0.1 0.2 0.33
H -3.82880 2.47561 1.04088 0.0 0.0 0.0 0.26
H -1.24313 0.90454 0.55020 0.0 -0.1 0.1 -0.28
H -1.53281 2.63982 0.30539 0.1 0.1 0.2 0.45
C 0.31928 3.85299 4.71687 0.1 -0.1 0.0 0.29
C -0.54189 3.60394 5.92776 -0.2 -0.2 0.0 0.26
O -0.22800 4.71609 6.77523 0.1 0.0 -0.2 -0.38
C 0.22479 5.72352 5.98208 0.0 -0.1 -0.1 0.61
O 0.41071 6.83455 6.35286 0.0 0.2 0.1 -0.54
O 0.43079 5.28690 4.71802 -0.1 -0.1 0.2 -0.37
H -0.12925 3.49704 3.79713 0.0 0.2 -0.1 -0.10
H 1.31198 3.42078 4.81155 0.0 0.0 0.0 0.15
H -1.60772 3.62519 5.69733 0.0 0.0 0.0 0.27
H -0.30871 2.66530 6.42277 0.0 0.1 0.1 -0.16
C 1.98950 -0.74679 1.37788 0.0 -0.2 -0.1 -0.11
C 1.14042 -0.96984 2.60496 0.0 -0.1 0.1 0.46
O 1.48788 0.16060 3.42563 0.0 0.1 -0.2 -0.25
C 1.94555 1.14050 2.61180 -0.1 -0.2 0.0 0.61
O 2.15835 2.25731 2.96181 0.1 0.1 0.0 -0.56
O 2.12763 0.68376 1.35533 -0.1 0.0 0.1 -0.30
H 1.52024 -1.10415 0.46650 0.1 0.2 -0.1 0.08
H 2.98020 -1.19434 1.46550 0.0 0.0 0.0 0.25
H 0.07004 -0.93058 2.38713 0.0 0.1 0.0 0.15
H 1.36381 -1.90299 3.10550 0.0 0.2 0.1 -0.31
C 0.81245 0.54786 8.58955 -0.1 0.2 0.0 -0.22
C 2.13599 0.76775 7.89010 0.0 0.2 -0.1 0.02
O 2.88774 -0.38234 8.30059 -0.1 0.0 0.0 -0.35
C 2.01359 -1.35738 8.63886 0.0 0.1 0.0 0.65
O 2.31201 -2.48408 8.86518 0.1 -0.3 0.0 -0.55
O 0.74897 -0.87823 8.68787 0.1 0.0 0.0 -0.35
H -0.03497 0.93365 8.02957 -0.1 -0.2 0.0 0.19
H 0.79358 0.96862 9.59628 0.0 0.0 0.0 0.28
H 2.04181 0.75911 6.80212 0.0 -0.1 0.0 0.02
H 2.63382 1.68425 8.19477 0.1 -0.1 0.1 0.33
C 2.31570 -5.70633 5.59174 0.1 -0.1 0.2 -0.29
C 1.03684 -5.00872 5.99486 0.0 0.0 0.4 -0.24
O 0.87073 -4.04802 4.94329 0.1 -0.1 0.0 -0.31
C 1.53540 -4.49935 3.85760 0.0 -0.2 0.1 0.66
O 1.45542 -4.01569 2.77364 0.0 0.0 -0.2 -0.58
O 2.30014 -5.56825 4.16409 -0.1 0.1 0.1 -0.34
H 2.33880 -6.75419 5.87743 0.0 -0.1 -0.2 0.30
H 3.20447 -5.21087 5.98470 0.0 0.1 0.0 0.25
H 0.17618 -5.67955 5.99777 0.0 0.0 -0.1 0.25
H 1.11015 -4.51745 6.96211 0.0 0.2 -0.1 0.24
C -4.12906 -0.81034 -4.98915 -0.1 0.1 0.2 -0.26
C -5.03857 -1.87591 -5.56529 -0.1 0.0 0.2 -0.42
O -4.69771 -1.85029 -6.95768 0.1 0.0 0.1 -0.35
C -3.44896 -1.34912 -7.06885 0.0 0.1 0.1 0.52
O -2.80050 -1.33727 -8.06385 0.1 -0.1 -0.3 -0.51
O -3.01944 -0.84529 -5.89152 -0.1 0.0 0.0 -0.11
H -3.80633 -1.02484 -3.97407 0.2 0.0 -0.1 0.24
H -4.57436 0.18523 -5.01733 0.0 0.0 0.0 0.28
H -4.82287 -2.86979 -5.16973 0.0 0.0 0.0 0.27
H -6.09370 -1.65903 -5.42386 0.0 0.0 -0.2 0.32
```
Positions in Å, forces in eV/Å.

## Properties
* molar mass: 808.54 g mol⁻¹
* strongest force on any atom: 3.077 eV/A
* structure (SMILES): C=C[C@@]1(P(=O)(O)O)CCC(=O)O1.O=C1OCCO1.O=C1OCCO1.O=C1OCCO1.O=C1OCCO1.O=C1OCCO1.O=C1OCCO1.O=C1OCCO1
* net charge: 0
* HOMO energy: -8.498 eV
* lowest unoccupied orbital energy: -0.48 eV